Record 1
Computed, not measured: one molecule with the formula C6H12N2O3S2 at a distorted geometry, with ωB97M-V/def2-TZVPD.

Each line ends with the Löwdin charge.
CARTESIAN COORDINATES (ANGSTROEM)
1 N 1.8390 2.1445 0.8015  -0.01
2 C 2.2034 0.7493 0.0466  -0.33
3 C 3.4864 0.1938 0.6342  -0.62
4 S 4.3257 -0.9913 -0.4135  0.67
5 C 0.9186 -0.0168 -0.2408  -0.48
6 O 0.8270 -1.2162 -0.5914  0.01
7 N -0.1436 0.7264 -0.4380  0.12
8 C -1.5310 0.1914 -0.2731  -0.28
9 C -1.9445 -0.6032 1.0581  -0.39
10 S -3.0439 -2.0658 0.4361  0.66
11 C -2.5325 1.2517 -0.3003  -0.56
12 O -2.4310 2.3802 -0.0013  0.17
13 O -3.6914 0.8483 -0.9331  0.08
14 H 2.0380 1.9224 1.8935  0.14
15 H 2.4114 2.9139 0.3401  0.09
16 H 2.5310 1.0833 -0.9544  0.14
17 H 3.1067 -0.4772 1.5568  0.12
18 H 4.3377 0.9062 0.7450  0.07
19 H 2.9686 -1.3806 -0.8579  -0.05
20 H 0.1054 1.6608 -0.0757  0.12
21 H -1.8728 -0.5145 -1.1346  0.14
22 H -2.5104 -0.0516 1.8274  0.07
23 H -0.9595 -0.9968 1.7018  0.14
24 H -2.0281 -2.8542 -0.2116  -0.07
25 H -3.7441 -0.0892 -1.0783  0.03

The SMILES is N[C@@H](CS)C(=O)N[C@@H](CS)C(=O)O. The max |F| comes out at 4.327 eV/A. Its spin multiplicity is 1. The total energy comes out at -37207.35252 eV.



Record 2
Computed, not measured: an isolated ion of composition C5H6NO and charge +1 at a distorted geometry, with ωB97M-V/def2-TZVPD.

Each line ends with the Löwdin charge.
CARTESIAN COORDINATES (ANGSTROEM)
1 C 2.0506 0.3710 -0.4999  -0.01
2 C 0.5688 0.2745 -0.8636  -0.01
3 C -0.3065 -0.0087 0.0237  -0.15
4 C -0.5672 -0.6336 1.2654  0.11
5 C -1.7493 -0.3822 0.2961  0.02
6 N -2.7884 -0.0664 -0.1982  0.08
7 O -3.7403 0.3961 -0.6634  0.29
8 H 2.7325 0.8157 -1.1297  0.07
9 H 2.3364 -0.6316 -0.1541  0.11
10 H 2.0643 1.0093 0.3059  0.06
11 H 0.2631 0.4361 -1.9412  0.16
12 H -0.1557 -1.5823 1.4937  0.14
13 H -0.7083 0.0019 2.0654  0.12

The SMILES is C/C=C1\CC1=[N+]=O. The max |F| comes out at 4.463 eV/A. Its spin multiplicity is 1. The total energy comes out at -8806.05057 eV. The net charge is +1.



Record 3
Computed, not measured: one molecule with the formula C4H8O, with ωB97M-V/def2-TZVPD.

Each line ends with the Löwdin charge.
CARTESIAN COORDINATES (ANGSTROEM)
1 O -1.0289 -0.5564 -0.3386  -0.13
2 C -0.1743 -1.9146 -1.0371  0.01
3 C -0.2008 0.6017 -0.2441  -0.33
4 C 1.1198 0.4892 0.4273  -0.09
5 C -0.0081 1.2461 1.0890  -0.09
6 H -1.1599 -0.9114 0.5530  0.13
7 H -0.0590 -1.4362 -2.0324  -0.03
8 H -1.1059 -2.5026 -1.1786  -0.03
9 H -0.3304 1.2047 -1.1360  0.15
10 H 1.3584 -0.5035 0.7970  0.10
11 H 1.9594 1.0409 0.0159  0.11
12 H -0.4855 0.7953 1.9574  0.11
13 H 0.0294 2.3308 1.1259  0.10

The max |F| comes out at 0.438 eV/A. Its spin multiplicity is 1. The total energy comes out at -6319.94158 eV.



Highest occupied orbital energy for every record listed, in sequence, given in eV: -9.1 -15.1 -7.6.